ORCA calculation (wB97M-V/def2-TZVPD) on a molecular structure, C6H18CoO7 at a distorted geometry.

Geometry (Å):
Co: 2.3270 3.3166 -1.9603
C: 0.8662 1.9145 -0.5498
O: 0.3816 2.7763 -1.3781
O: 2.1553 1.9602 -0.4903
O: 0.1345 1.1386 0.1057
C: -1.9775 -1.3183 -1.3001
C: -2.9231 -0.4042 -0.5137
O: -2.5800 0.9572 -0.7445
H: -1.8522 -0.9714 -2.3295
H: -2.3883 -2.3283 -1.3585
H: -0.9807 -1.2687 -0.8656
H: -2.8083 -0.6282 0.5465
H: -3.8882 -0.6164 -0.9695
H: -1.6270 1.0952 -0.5678
C: 3.5496 -1.3149 -1.7683
O: 3.5980 -0.5184 -0.6101
H: 4.2861 -0.9890 -2.5110
H: 3.7126 -2.3422 -1.4586
H: 2.5846 -1.2095 -2.2788
H: 3.0957 0.3031 -0.5880
C: -2.0231 1.9629 2.8539
O: -1.0839 2.6564 2.0604
H: -2.6626 1.2761 2.2994
H: -1.5185 1.4342 3.6726
H: -2.5993 2.7460 3.3514
H: -0.6095 2.0627 1.4449
C: 0.9443 -2.2847 0.9255
O: 0.2705 -1.2621 1.6309
H: 0.4408 -3.2341 1.1135
H: 1.0431 -2.0763 -0.1398
H: 1.9717 -2.3682 1.2967
H: 0.1606 -0.4650 1.0809

Summary:
- Spin multiplicity: 4
- Lowest unoccupied orbital energy (alpha / beta): -3.742 / -3.755 eV
- Total energy: -58469.26466 eV
- Kohn-Sham gap (alpha / beta): 5.338 / 5.325 eV